DFT (ωB97M-V/def2-TZVPD) results for 2 unconnected molecules or ions with the total composition C4H8.

Geometry (Å):
C 1.2074 1.1089 -1.1246
C 1.6724 1.5554 0.0389
H 0.8197 1.8087 -1.8515
H 1.1454 0.0373 -1.2559
H 1.4644 2.5618 0.3905
H 2.2908 0.9631 0.7032
C -1.1543 -0.8043 0.2557
C -1.7445 -1.8586 0.8025
H -0.8283 0.0580 0.8204
H -0.9781 -0.7567 -0.8114
H -1.7823 -2.0232 1.8711
H -2.1126 -2.6504 0.1611

Summary:
Energy above the lowest of the compared OMol25 structures with the same formula, charge and spin, kJ/mol: 159.2
Structure (SMILES): C=C.C=C

DFT (ωB97M-V/def2-TZVPD) results for 2 unconnected molecules or ions with the total composition C7H14O.

Geometry (Å):
C -0.3236 1.4950 -1.8391
C -0.1876 0.3228 -1.1242
C 0.9833 0.1361 -0.2697
C 1.2865 -0.7881 0.6183
C 2.5194 -0.7081 1.4015
C -1.2587 -0.8034 -1.4102
C -2.7393 -0.5914 -0.8890
H -1.2228 1.6603 -2.3323
H 0.3888 2.2489 -1.7046
H 1.9023 0.5948 -0.6578
H 0.5664 -1.5370 1.0171
H 3.3043 -1.4873 1.0075
H 2.9479 0.2501 1.6032
H 2.2632 -1.0530 2.4052
H -0.9253 -1.7001 -0.8584
H -1.4371 -0.9275 -2.5531
H -2.7207 0.2001 -0.1015
H -3.1869 -1.3880 -0.2836
H -3.3998 -0.2553 -1.7038
O 0.4553 1.1650 2.3107
H 1.0356 1.2330 3.0746
H -0.2510 1.9330 2.2893

Summary:
Energy above the lowest of the compared OMol25 structures with the same formula, charge and spin, kJ/mol: 290.4
Structure (SMILES): C=C(/C=C/C)CC.O

Number 1: HOMO energy -9.930 eV, F_max 1.0 eV Å⁻¹, orbital gap 11.19 eV. Number 2: HOMO energy -8.052 eV, F_max 4.2 eV Å⁻¹, orbital gap 8.76 eV.